Record 1
Formula: C19H16ClN2O2Sn
Source: the Open Molecules 2025 dataset
Level of theory: ωB97M-V/def2-TZVPD

CARTESIAN COORDINATES (ANGSTROEM)
1 Sn -0.16216 -0.42182 0.44381
2 N -0.94588 -1.38185 -2.28059
3 C -0.08853 -2.48422 -2.32187
4 C -0.58808 -3.78508 -2.38870
5 C 0.27018 -4.87354 -2.39609
6 C 1.64309 -4.67499 -2.34086
7 C 2.13683 -3.37902 -2.26147
8 C 1.29350 -2.27188 -2.23845
9 C 1.87061 -0.89765 -2.11401
10 C 2.80469 -0.49714 -3.07584
11 C 3.47072 0.71389 -2.96484
12 C 3.21912 1.52121 -1.86313
13 C 2.27226 1.13063 -0.92221
14 C 1.54672 -0.06562 -1.02762
15 H -1.89313 -1.56215 -2.57340
16 H -0.57250 -0.54479 -2.71340
17 H -1.66185 -3.93275 -2.43885
18 H -0.13624 -5.87680 -2.44578
19 H 2.32245 -5.51862 -2.34474
20 H 3.20612 -3.21132 -2.19452
21 H 3.00127 -1.14930 -3.92103
22 H 4.17740 1.01983 -3.72739
23 H 3.75582 2.45587 -1.74019
24 H 2.08836 1.77380 -0.06867
25 O -0.63500 0.91409 3.00451
26 N 0.52267 1.27479 2.91142
27 O 1.08507 0.99430 1.79514
28 Cl -3.98450 0.72348 -0.84623
29 C -2.80957 1.21587 -2.04488
30 C -3.19528 1.16632 -3.37570
31 C -2.29718 1.51450 -4.37382
32 C -1.01823 1.92240 -4.00856
33 C -0.65117 1.97559 -2.67472
34 C -1.52520 1.60835 -1.63116
35 C -1.07931 1.59132 -0.23575
36 H -4.20095 0.84791 -3.62055
37 H -2.59260 1.46481 -5.41433
38 H -0.29815 2.20021 -4.76958
39 H 0.35189 2.28701 -2.40575
40 H -1.87898 1.78356 0.47604
41 H -0.24670 2.27337 -0.06423

Net charge: -1
Frontier orbital gap, eV: 6.86

=====

Record 2
Formula: C19H16ClN3O3S2
Source: the Open Molecules 2025 dataset
Level of theory: ωB97M-V/def2-TZVPD

CARTESIAN COORDINATES (ANGSTROEM)
1 C 5.52589 1.52477 0.96748
2 C 5.27079 0.18253 0.32931
3 N 4.10949 -0.29922 0.08692
4 N 2.99239 0.38067 0.39860
5 C 1.75954 -0.11194 0.06256
6 O 1.57841 -1.15011 -0.52483
7 C 0.63666 0.78321 0.49513
8 C 0.61859 1.41895 1.73373
9 C -0.45983 2.20626 2.10568
10 C -1.53134 2.36628 1.24265
11 C -1.51392 1.71876 0.02247
12 S -2.91519 1.93732 -1.06904
13 O -2.70694 1.20666 -2.27895
14 O -3.23285 3.33207 -1.13575
15 N -4.16848 1.27681 -0.16390
16 C -4.48949 -0.07217 -0.11395
17 C -3.52380 -1.04142 -0.37014
18 C -3.85380 -2.38132 -0.28640
19 C -5.13204 -2.78291 0.06292
20 C -6.08395 -1.81086 0.32204
21 Cl -7.68775 -2.27896 0.75996
22 C -5.78052 -0.46421 0.23438
23 C -0.45156 0.92984 -0.36111
24 C 6.38242 -0.65196 -0.05037
25 C 6.31954 -1.88534 -0.65079
26 C 7.58440 -2.44493 -0.89456
27 C 8.60266 -1.64218 -0.48147
28 S 8.03651 -0.18230 0.21380
29 H 5.09665 1.55575 1.97009
30 H 5.07592 2.32014 0.37138
31 H 6.59130 1.71626 1.04557
32 H 3.05310 1.30539 0.82282
33 H 1.43613 1.27968 2.42667
34 H -0.46370 2.69272 3.06911
35 H -2.37661 2.98494 1.49656
36 H -4.93215 1.92151 -0.03440
37 H -2.52893 -0.74358 -0.65121
38 H -3.10044 -3.12503 -0.49419
39 H -5.38863 -3.82750 0.13117
40 H -6.53907 0.27701 0.43469
41 H -0.46089 0.43818 -1.32194
42 H 5.38230 -2.34723 -0.89767
43 H 7.73710 -3.40318 -1.35771
44 H 9.65866 -1.81611 -0.54292

Net charge: 0
Frontier orbital gap, eV: 8.19
SMILES: C/C(=N\NC(=O)c1cccc(S(=O)(=O)Nc2cccc(Cl)c2)c1)c1cccs1

=====

Record 3
Formula: C19H16ClN3O6
Source: the Open Molecules 2025 dataset
Level of theory: ωB97M-V/def2-TZVPD

CARTESIAN COORDINATES (ANGSTROEM)
1 N -0.74644 -0.06658 -6.79789
2 C -0.95882 1.38572 -6.62514
3 C -0.63626 1.84655 -5.23107
4 C -1.54622 2.18353 -4.31563
5 C -1.10797 2.60379 -2.96190
6 O -1.76045 3.35687 -2.26453
7 C 0.20064 2.07969 -2.49631
8 C 1.11983 1.76327 -3.40507
9 Cl 2.68385 1.20241 -3.00826
10 C 0.81297 1.90551 -4.86330
11 O 1.66857 2.06028 -5.69400
12 H -1.34115 -0.54836 -6.12881
13 H 0.20150 -0.30194 -6.51426
14 H -0.33779 1.90632 -7.35034
15 H -2.01203 1.58744 -6.81562
16 H -2.60658 2.20204 -4.53876
17 H 0.39751 1.97026 -1.43699
18 O -0.09458 0.86706 1.13748
19 N -0.86135 0.08214 1.65917
20 O -0.62658 -0.52549 2.68516
21 C -2.15431 -0.15547 0.99689
22 C -2.41808 0.50937 -0.18330
23 C -3.62447 0.26956 -0.82205
24 C -4.53999 -0.61907 -0.27411
25 C -4.25508 -1.26913 0.92037
26 C -3.05102 -1.03922 1.56669
27 H -1.72413 1.21044 -0.61705
28 H -3.84965 0.78269 -1.74714
29 H -5.47988 -0.80330 -0.77715
30 H -4.97018 -1.95712 1.34922
31 H -2.81319 -1.53797 2.49401
32 O 6.06729 -0.36334 5.68690
33 N 5.33998 -1.19227 6.19538
34 O 5.59732 -1.80801 7.21033
35 C 4.05452 -1.47288 5.53276
36 C 3.74796 -0.80852 4.35930
37 C 2.54228 -1.08388 3.73483
38 C 1.66749 -2.01053 4.28618
39 C 1.99433 -2.66126 5.46914
40 C 3.19771 -2.39527 6.10291
41 H 4.43702 -0.08901 3.94363
42 H 2.28017 -0.57160 2.81954
43 H 0.72947 -2.22146 3.79588
44 H 1.31054 -3.37934 5.90080
45 H 3.46528 -2.89393 7.02213

Net charge: 0
Frontier orbital gap, eV: 8.21
SMILES: NCC1=CC(=O)C=C(Cl)C1=O.O=[N+]([O-])c1ccccc1.O=[N+]([O-])c1ccccc1

=====

Record 4
Formula: C19H16EuN4O4
Source: the Open Molecules 2025 dataset
Level of theory: ωB97M-V/def2-TZVPD

CARTESIAN COORDINATES (ANGSTROEM)
1 Eu 0.40930 -0.04824 -0.51010
2 O 4.08677 1.19933 1.44367
3 C 3.02108 1.16484 0.88752
4 O 2.71104 0.74022 -0.30189
5 C 1.60812 1.55611 1.59972
6 C 0.77563 2.54961 1.03774
7 C -0.60598 2.25640 0.77520
8 N -1.16797 1.20089 1.37974
9 C -0.46420 0.44860 2.26855
10 C 0.92492 0.65453 2.44844
11 C -1.11468 -0.81999 2.69405
12 C -1.72070 -1.00427 3.97596
13 C -2.33945 -2.23644 4.18811
14 C -2.37542 -3.21516 3.17452
15 C -1.63063 -2.97095 2.03238
16 N -1.03256 -1.78895 1.77411
17 C -1.27265 2.59143 -0.53315
18 C -2.24862 3.59110 -0.77868
19 C -2.51100 3.97445 -2.08315
20 C -1.88605 3.33501 -3.18523
21 C -1.04584 2.27051 -2.87177
22 N -0.80207 1.89079 -1.60805
23 H 1.20028 3.39630 0.54166
24 H 1.44391 -0.07916 3.06322
25 H -1.76802 -0.18195 4.69610
26 H -2.84217 -2.42962 5.18010
27 H -2.88643 -4.16193 3.37743
28 H -1.58356 -3.66201 1.21645
29 H -2.77171 4.05986 0.03813
30 H -3.26189 4.75076 -2.26873
31 H -2.13966 3.50886 -4.23576
32 H -0.51128 1.63238 -3.61111
33 N 2.28446 -2.18743 -0.50241
34 C 2.20188 -2.88071 -1.80409
35 C 2.15236 -1.81531 -2.93048
36 C 0.86036 -0.99354 -3.23047
37 O 0.96613 -0.16603 -4.17605
38 O -0.13912 -1.26964 -2.43896
39 H 3.08281 -1.52406 -0.52493
40 H 2.49609 -2.80815 0.33318
41 H 1.35439 -3.55480 -1.77569
42 H 3.12145 -3.47338 -2.06883
43 H 2.39015 -2.40099 -3.86106
44 H 3.03051 -1.09928 -2.82538

Net charge: 0
Frontier orbital gap (alpha / beta), eV: 6.82 / 8.25
Multiplicity: 8
⟨S²⟩: 15.76

=====

Record 5
Formula: C19H16F6N2O4
Source: the Open Molecules 2025 dataset
Level of theory: ωB97M-V/def2-TZVPD

CARTESIAN COORDINATES (ANGSTROEM)
1 C -5.27919 -1.62293 0.30840
2 O -4.26720 -1.43887 -0.65630
3 C -3.08195 -2.09048 -0.48643
4 C -2.76124 -2.90943 0.59042
5 C -1.49921 -3.46815 0.68399
6 C -0.52830 -3.20710 -0.27476
7 C 0.85394 -3.66886 -0.10774
8 N 1.91033 -2.97004 -0.22056
9 N 1.78391 -1.61376 -0.41971
10 C 0.95434 -0.81095 0.30599
11 O 0.31833 -1.18835 1.26852
12 C 0.80374 0.56334 -0.26222
13 C -0.51027 1.01246 -0.35735
14 C -0.79556 2.22438 -0.96379
15 O -2.05574 2.72315 -1.16089
16 C -3.16708 1.98389 -0.74707
17 C -3.38701 2.04031 0.78068
18 F -3.32280 0.83024 1.35361
19 F -2.49488 2.81438 1.39782
20 F -4.60189 2.52487 1.08202
21 C 0.25125 3.01412 -1.44089
22 C 1.55758 2.59224 -1.30715
23 C 1.84270 1.36054 -0.73108
24 O 3.16819 0.93838 -0.65809
25 C 3.70641 0.92145 0.64220
26 C 5.12438 0.37290 0.52545
27 F 5.68569 0.23282 1.73405
28 F 5.92334 1.17656 -0.18135
29 F 5.15164 -0.82464 -0.06307
30 C -0.87331 -2.42624 -1.38037
31 C -2.13303 -1.88568 -1.49146
32 H -6.11889 -1.01693 -0.02802
33 H -4.95485 -1.27972 1.29453
34 H -5.58872 -2.67057 0.36567
35 H -3.47848 -3.10377 1.37118
36 H -1.24978 -4.07471 1.54105
37 H 1.02551 -4.70779 0.14443
38 H 2.52682 -1.21082 -0.97675
39 H -1.27116 0.36589 0.04957
40 H -3.11978 0.93081 -1.05294
41 H -4.02970 2.45985 -1.22324
42 H 0.01661 3.95768 -1.90550
43 H 2.37234 3.20163 -1.66502
44 H 3.76109 1.93148 1.07156
45 H 3.13976 0.26808 1.32021
46 H -0.14691 -2.24747 -2.16052
47 H -2.40360 -1.28431 -2.34649

Net charge: 0
Frontier orbital gap, eV: 8.97
SMILES: COc1ccc(/C=N\NC(=O)c2cc(OCC(F)(F)F)ccc2OCC(F)(F)F)cc1